# 1
Density functional theory data (ωB97M-V/def2-TZVPD) for 2 unconnected molecules or ions with the total composition C25H50BrFN2O4P3.

```
! wB97M-V def2-TZVPD RIJCOSX def2/J DEFGRID3
* xyz 1 1
C 2.45684 -1.85726 2.57959
C 3.40647 -1.07033 1.52772
P 2.73259 0.65772 1.09867
C 1.33592 0.94638 2.35335
C 2.04282 0.69763 -0.71245
O 2.88307 -0.04575 -1.60261
C 4.20314 0.43504 -1.74465
F 4.34068 1.03426 -3.06054
C 0.57511 -0.01881 -0.79525
O 0.58239 -1.38197 -0.36801
C 0.79842 -2.36095 -1.39561
C -0.45437 -3.37655 -1.37491
C -1.81558 -2.74310 -1.95588
C -2.60617 -1.96487 -0.77262
C -4.17971 -2.28657 -0.73212
C -5.02528 -0.90427 -0.88011
C -5.12243 -0.23573 0.59476
C -6.03750 1.07967 0.49085
C -5.10850 2.32495 0.06250
O -4.22434 2.64465 1.17395
C -2.85698 2.46476 0.76143
C 2.07582 -3.24258 -0.94449
C 3.36988 -3.11000 -1.74730
C 4.47296 -3.97620 -1.14696
C 4.18914 -4.81018 0.07377
N 3.00640 -5.00044 0.82138
C 2.02114 -4.17783 0.23274
P -0.41924 0.35310 -2.38374
O -1.28362 1.85432 -2.19549
Br 0.92892 0.75564 -4.16741
P 1.74248 2.51960 -1.12353
C 3.27730 3.59277 -1.18695
C 4.16436 3.69736 0.14617
C 0.45440 3.34207 -0.00970
C 0.98683 4.54877 0.89927
H 1.38377 -1.82649 2.17644
H 2.46946 -1.39438 3.61774
H 2.75646 -2.95746 2.68790
H 4.38297 -0.87952 2.11075
H 3.69968 -1.70070 0.63179
H 1.08443 2.06901 2.39462
H 0.38321 0.35731 2.13303
H 1.76205 0.71033 3.39491
H 4.90619 -0.47408 -1.76947
H 4.57199 1.17153 -0.96955
H -0.02490 0.54804 0.01707
H 1.06811 -1.98637 -2.43088
H -0.71611 -3.73507 -0.31869
H -0.24688 -4.31115 -1.99681
H -1.67712 -2.11866 -2.89196
H -2.51300 -3.61069 -2.25185
H -2.50052 -0.83238 -0.82934
H -2.17572 -2.28540 0.23805
H -4.50457 -3.07277 -1.48382
H -4.47860 -2.69022 0.30487
H -6.06062 -1.11492 -1.30732
H -4.43101 -0.20029 -1.55595
H -4.08514 -0.00498 1.01841
H -5.60155 -1.01866 1.28637
H -6.55219 1.23565 1.49192
H -6.80830 0.88161 -0.32577
H -4.57503 2.16482 -0.92804
H -5.81454 3.22357 -0.05103
H -2.54589 3.23541 -0.03540
H -2.15171 2.53944 1.66979
H -2.64520 1.43019 0.30020
H 3.55581 -2.44473 -2.64167
H 5.51132 -3.96866 -1.60843
H 5.08556 -5.40256 0.47979
H 1.01108 -4.20627 0.77792
H -2.17362 1.57706 -1.87240
H 3.99104 3.32062 -2.04359
H 2.92961 4.66365 -1.42742
H 3.58058 3.45179 1.09480
H 4.50001 4.78610 0.25671
H 5.13355 3.08084 0.10943
H -0.12709 2.63060 0.66477
H -0.32838 3.79839 -0.71906
H 1.63544 5.26648 0.30614
H 1.52031 4.20416 1.83921
H 0.06688 5.14216 1.23531
N -2.23286 0.07203 2.94148
H -2.79136 0.90461 2.71667
H -1.47891 0.32976 3.58594
H -2.83233 -0.63270 3.38094
H -1.82968 -0.31137 2.07965
*
```

The HOMO energy comes out at -0.3570 Eh. Its frontier orbital gap is 0.2204 Ha.


# 2
Density functional theory data (ωB97M-V/def2-TZVPD) for 22 unconnected molecules or ions with the total composition C25H50Cl42F3OS.

```
! wB97M-V def2-TZVPD RIJCOSX def2/J DEFGRID3
* xyz 1 1
F -1.65031 -0.22480 0.12194
C -1.26918 0.09711 -1.11155
F -0.63474 1.23938 -1.05026
F -0.47470 -0.86418 -1.51760
C -2.46847 0.31791 -2.06113
O -3.07257 1.53834 -1.69864
C -4.46294 1.47090 -1.57536
C -4.96284 0.58596 -0.40515
S -5.99657 -0.78995 -1.13241
H -2.04820 0.41710 -3.07157
H -3.13990 -0.56040 -2.07870
H -4.80209 2.48944 -1.35639
H -4.96055 1.20751 -2.53241
H -5.60394 1.12757 0.31416
H -4.15963 0.07006 0.12539
H -5.53915 -0.90808 -2.41554
H -5.58333 -1.96692 -0.57122
C -4.47863 -0.45683 3.30110
Cl -5.51917 -1.85103 2.95083
Cl -3.15548 -0.33925 2.13549
H -5.07740 0.44399 3.24400
H -4.05748 -0.56077 4.30020
C 0.97902 -3.42370 0.46392
Cl 2.26269 -4.19632 1.39878
Cl 0.05036 -4.61603 -0.45745
H 0.31024 -2.90576 1.14288
H 1.42684 -2.71665 -0.22539
C -5.81274 2.45789 -5.71282
Cl -6.26288 1.70820 -4.16400
Cl -4.20497 1.93850 -6.22841
H -6.53504 2.16797 -6.46598
H -5.81505 3.53495 -5.59265
C -6.07520 3.96348 1.65192
Cl -4.82574 3.31308 2.70551
Cl -6.99215 2.67310 0.83614
H -6.76374 4.55389 2.24298
H -5.60552 4.58526 0.89838
C 2.52285 -1.65985 4.48834
Cl 2.17661 -3.32234 4.98035
Cl 1.39600 -1.10725 3.23770
H 2.43146 -1.01162 5.35199
H 3.53030 -1.61528 4.09716
C 3.06622 -7.33638 3.62238
Cl 2.74338 -8.17427 5.14292
Cl 4.65942 -7.75744 2.97659
H 2.31025 -7.61934 2.89896
H 3.02889 -6.26656 3.79691
C -7.00693 5.64119 -7.69388
Cl -7.45798 4.89188 -6.15298
Cl -5.39983 5.11407 -8.20391
H -7.73012 5.35450 -8.44839
H -7.00556 6.71936 -7.57209
C 6.93512 -8.01207 -0.20063
Cl 8.63846 -7.86455 0.25151
Cl 6.74117 -8.89463 -1.71832
H 6.41030 -8.54473 0.58396
H 6.51764 -7.01860 -0.31710
C 4.74727 -1.58904 -0.38167
Cl 5.76702 -1.46107 1.05482
Cl 5.70784 -1.84816 -1.84067
H 4.07131 -2.42800 -0.25369
H 4.18311 -0.66959 -0.49225
C -5.95645 7.83602 -4.54861
Cl -4.51479 7.95833 -5.55843
Cl -7.25659 8.87084 -5.14788
H -6.29866 6.80824 -4.55230
H -5.70311 8.13922 -3.53808
C -2.89610 4.49915 -10.70137
Cl -1.96959 4.65453 -9.20177
Cl -1.84276 4.12573 -12.06930
H -3.62019 3.70019 -10.58649
H -3.40660 5.43619 -10.89727
C -2.88977 -3.34676 5.07529
Cl -2.56970 -1.72098 5.70577
Cl -1.43797 -4.06741 4.37726
H -3.23547 -3.97307 5.88981
H -3.65164 -3.28293 4.30928
C -2.14654 -3.70228 -3.44031
Cl -3.25703 -2.42535 -2.88926
Cl -2.65276 -5.29304 -2.88885
H -2.12519 -3.69530 -4.52400
H -1.15766 -3.49331 -3.04614
C 10.89615 -6.41829 3.05752
Cl 11.99960 -7.80002 3.09248
Cl 11.76046 -4.90045 3.33123
H 10.41240 -6.37732 2.08649
H 10.15148 -6.54328 3.83489
C -1.31976 8.11114 -11.45376
Cl -3.04733 7.99673 -11.08048
Cl -0.87316 9.74550 -11.94775
H -0.75385 7.84416 -10.56873
H -1.09143 7.42468 -12.26106
C -1.15582 8.63391 -3.72518
Cl 0.14041 9.31081 -2.73654
Cl -2.69499 8.61892 -2.85469
H -1.26700 9.23711 -4.61908
H -0.89686 7.61638 -3.99380
C -3.77907 7.19230 3.96130
Cl -5.31068 6.45571 3.46486
Cl -2.45897 6.71407 2.89065
H -3.88440 8.27023 3.93032
H -3.54848 6.86980 4.96985
C -2.47150 1.07084 8.18167
Cl -3.19644 1.14614 6.56774
Cl -3.11069 2.33248 9.23603
H -2.69214 0.10296 8.61764
H -1.39967 1.20077 8.08818
C 14.99375 -8.22185 5.61065
Cl 14.69743 -9.04176 7.14875
Cl 16.57431 -8.65044 4.94539
H 14.22485 -8.51378 4.90412
H 14.95979 -7.15076 5.77200
C 8.64651 -4.10405 5.51300
Cl 9.93297 -4.85367 6.46128
Cl 7.73121 -5.31501 4.60240
H 7.97054 -3.58528 6.18326
H 9.08962 -3.40079 4.81642
C 4.56063 -1.37996 7.28526
Cl 5.55645 -1.22933 8.73298
Cl 5.55049 -1.64068 5.84095
H 3.89069 -2.22495 7.40542
H 3.98869 -0.46735 7.15674
*
```

The HOMO energy comes out at -0.4184 Eh. Its frontier orbital gap is 0.3055 Ha.